Entry from the OMol25 dataset: the ion C4H7N2 with charge +1 in a non-equilibrium geometry (ωB97M-V with the def2-TZVPD basis set).

Geometry as XYZ:
```
13
C4H7N2, DFT ωB97M-V with the def2-TZVPD basis set
C -0.7302 0.9365 0.6092
C -0.2569 -1.5620 0.1613
C -0.8269 -0.2349 -0.3206
C 0.3364 0.7908 -0.3094
N 2.5885 -0.1439 0.1207
N 1.4222 -0.1062 0.2462
H -1.4679 1.7625 0.3950
H -0.8578 0.8262 1.6646
H -0.1349 -1.8753 1.1269
H -0.2046 -2.4398 -0.3859
H -1.5662 -0.3428 -1.1447
H 0.7533 1.5340 -1.0294
H 3.1009 0.6854 -0.2430
```

Computed properties:
charge: +1
calculated total energy: -265.6616 a.u.
frontier orbital gap (spin up / spin down): 8.12 / 8.12 eV
relative energy (zero: lowest compared OMol25 entry of this formula, charge and spin): 648.1 kJ/mol
HOMO energy (spin up / spin down): -14.4 / -14.4 eV

---

Entry from the OMol25 dataset: a structure of composition C32H37ClFN5O6S2Sb2Ti (ωB97M-V with the def2-TZVPD basis set).

Geometry as XYZ:
```
87
C32H37ClFN5O6S2Sb2Ti, DFT ωB97M-V with the def2-TZVPD basis set
Ti 0.4439 0.3792 0.4637
S 3.1055 0.6978 0.5887
C 2.5737 1.8670 -0.5300
N 1.2889 2.1239 -0.7012
C 1.0734 3.1503 -1.6057
C -0.1639 3.7069 -1.9234
C -0.2149 4.7329 -2.8503
C 0.9486 5.2103 -3.4582
C 2.1853 4.6805 -3.1307
C 2.2377 3.6544 -2.1958
S 3.6250 2.8306 -1.5413
H -1.0595 3.3362 -1.4412
H -1.1708 5.1723 -3.1051
H 0.8863 6.0104 -4.1837
H 3.0895 5.0617 -3.5866
C -3.0709 -1.8878 1.8665
Sb -2.4275 -0.7394 0.1831
C -4.0046 0.7095 0.1608
C -3.1841 -2.1823 -1.2590
C -4.0379 -1.6217 -2.3544
C -5.4129 -1.5217 -2.1407
C -6.2688 -1.0137 -3.1032
C -5.7508 -0.5991 -4.3217
C -4.3890 -0.6974 -4.5513
C -3.5124 -1.1999 -3.5885
C -2.0456 -1.2119 -3.8784
Sb -1.1683 0.6388 -3.1599
C 0.7412 0.3673 -4.1024
C -1.9618 1.8550 -4.7396
H -2.9010 -1.3478 2.7972
H -2.4961 -2.8127 1.9004
H -4.1325 -2.1153 1.7716
H -4.5090 0.6992 -0.8054
H -3.5701 1.6947 0.3262
H -4.7304 0.4980 0.9452
H -3.7663 -2.8746 -0.6514
H -2.3107 -2.7106 -1.6333
H -5.8156 -1.8578 -1.1909
H -7.3312 -0.9505 -2.9068
H -6.4037 -0.2080 -5.0914
H -3.9833 -0.3812 -5.5059
H -1.8536 -1.2733 -4.9500
H -1.5191 -2.0240 -3.3790
H 0.6489 0.5219 -5.1769
H 1.0988 -0.6427 -3.9074
H 1.4607 1.0753 -3.6914
H -1.8333 1.3542 -5.6994
H -1.4160 2.7984 -4.7496
H -3.0190 2.0575 -4.5738
Cl -3.1130 1.3880 4.8534
C -2.0124 2.1280 3.7395
C -1.8279 3.4999 3.7346
C -0.9391 4.0228 2.8128
C -0.2914 3.1718 1.9352
N -0.4729 1.8478 1.9486
C -1.3034 1.3313 2.8642
H -2.3489 4.1272 4.4436
H -0.7435 5.0851 2.7788
H 0.4000 3.5434 1.1904
H -1.3838 0.2519 2.8906
F 2.1998 2.8247 4.5287
C 1.6433 1.6344 4.7831
C 2.0912 0.5175 4.2057
N 1.5396 -0.7167 4.4613
C 1.9393 -1.8690 3.6686
C 1.2998 -1.9313 2.2822
O 1.6591 -2.8406 1.5409
O 0.4416 -1.0195 2.0205
C 0.4094 -0.8424 5.2438
O -0.1879 -1.8858 5.4016
N 0.0148 0.3271 5.8723
C 0.5216 1.6116 5.7104
O 0.0302 2.5660 6.2719
H 2.9099 0.5480 3.4983
H 1.6668 -2.7658 4.2190
H 3.0213 -1.8534 3.5390
H -0.8041 0.2432 6.4580
N 2.6153 -4.2199 -1.6082
C 2.6444 -2.7876 -1.3242
C 1.2367 -2.2350 -1.2949
O 0.2772 -3.1221 -1.4189
O 1.0088 -1.0466 -1.1727
H 3.1752 -4.7467 -0.9542
H 2.9252 -4.4354 -2.5450
H 0.7545 -3.9866 -1.5049
H 3.2357 -2.1902 -2.0181
H 3.0210 -2.6048 -0.3174
```

Computed properties:
charge: 0
calculated total energy: -4653.4102 a.u.
2S+1: 3
frontier orbital gap (spin up / spin down): 6.74 / 7.97 eV
relative energy (zero: lowest compared OMol25 entry of this formula, charge and spin): 13.3 kJ/mol
⟨S²⟩: 2.00
HOMO energy (spin up / spin down): -6.5 / -7.8 eV

---

Entry from the OMol25 dataset: a structure of composition C24H43F5OP2RuTe in a non-equilibrium geometry (ωB97M-V with the def2-TZVPD basis set).

Geometry as XYZ:
```
77
C24H43F5OP2RuTe, DFT ωB97M-V with the def2-TZVPD basis set
Ru -0.7680 -0.5061 -2.4036
C -0.4788 -2.5844 2.4211
C 0.8577 -2.6007 1.9226
C 0.7787 -1.1279 3.6891
C -0.5317 -1.6470 3.4925
C 1.6409 -1.7236 2.7238
C -1.6448 -3.3067 1.8665
H -1.3883 -3.8584 0.9585
H -2.4431 -2.5905 1.6207
H -2.0701 -4.0222 2.5873
C -1.7356 -1.1918 4.2036
H -2.6400 -1.5971 3.7430
H -1.7994 -0.0954 4.1804
H -1.7277 -1.4842 5.2630
C 1.1222 -0.0532 4.6424
H 1.0488 -0.3876 5.6881
H 0.4295 0.7914 4.5193
H 2.1360 0.3174 4.4690
C 3.0673 -1.4093 2.4749
H 3.7335 -2.2118 2.8310
H 3.3535 -0.4927 3.0002
H 3.2635 -1.2781 1.4006
C 1.3550 -3.2964 0.7200
H 2.2704 -3.8735 0.9384
H 1.6171 -2.5822 -0.0880
H 0.6103 -3.9959 0.3191
C -1.7602 0.4795 -3.8559
C -1.9093 -0.9352 -3.9750
C -1.0796 -1.7614 -4.9197
C 0.4587 -1.5554 -4.7450
C 0.8927 -1.0030 -3.4191
C 0.9093 0.4018 -3.0866
C 0.5849 1.4491 -4.1206
C -0.8406 1.3179 -4.7129
H -1.3778 -1.5773 -5.9617
H 0.8676 -0.9520 -5.5670
H -1.3097 -2.8201 -4.7180
H -0.7616 0.9146 -5.7328
H -2.6003 1.0227 -3.4199
H -2.8275 -1.3850 -3.5798
H -1.2880 2.3249 -4.7710
H 0.6653 2.4527 -3.6800
H 1.6442 0.7034 -2.3233
H 1.3629 1.3946 -4.9003
H 0.9124 -2.5552 -4.7779
H 1.6080 -1.6199 -2.8753
P -1.3419 0.9857 -0.3932
P 1.7894 1.4958 0.6073
C -0.5982 2.6173 -0.7571
C 0.9255 2.7949 -0.4371
H -1.1515 3.3495 -0.1465
H -0.7770 2.8731 -1.8167
H 1.5077 2.9126 -1.3704
H 1.0517 3.7224 0.1434
C 2.4296 2.3931 2.0493
H 3.1139 1.7209 2.5946
H 1.5851 2.6779 2.7027
H 2.9672 3.2867 1.7003
C 3.3160 1.2324 -0.3914
H 3.4537 2.0450 -1.1143
H 3.2463 0.2759 -0.9300
H 4.1701 1.1978 0.2946
C -3.1294 0.8688 -0.2889
H -3.3947 0.0129 0.3428
H -3.5818 0.7177 -1.2727
H -3.5410 1.7727 0.1677
C -1.2830 -2.1518 -1.3736
H -0.3337 -2.5729 -1.0283
H -1.7610 -2.8911 -2.0263
H -1.9218 -1.9734 -0.5020
F 0.1678 3.0633 3.9134
Te -1.6810 3.0680 3.1175
F -1.8612 4.6260 4.1613
F -1.0210 4.3582 1.7428
F -2.2437 2.1357 4.7797
F -3.5554 3.4071 2.5705
O -0.7549 0.4892 0.9188
```

Computed properties:
charge: +1
calculated total energy: -2560.0403 a.u.
2S+1: 6
frontier orbital gap (spin up / spin down): 6.77 / 5.20 eV
⟨S²⟩: 8.77
HOMO energy (spin up / spin down): -10.2 / -11.2 eV

---

Entry from the OMol25 dataset: the molecule C3H8O2 in a non-equilibrium geometry (ωB97M-V with the def2-TZVPD basis set).

Geometry as XYZ:
```
13
C3H8O2, DFT ωB97M-V with the def2-TZVPD basis set
O 0.1466 -1.7530 0.5076
C 0.5724 -0.6694 -0.6341
C -0.5313 0.3984 -0.7564
C -0.3385 1.2723 0.4794
O 0.0159 0.3922 1.5339
H 0.9041 -2.2306 0.9149
H 0.5975 -1.3713 -1.4424
H 1.5573 -0.1412 -0.5267
H -1.4871 -0.1245 -0.6961
H -0.5262 0.9310 -1.7328
H 0.4683 2.0210 0.2923
H -1.2279 1.8797 0.7292
H -0.1510 -0.6046 1.3313
```

Computed properties:
charge: 0
calculated total energy: -269.5188 a.u.
frontier orbital gap: 10.27 eV
structure (SMILES): OCCCO
relative energy (zero: lowest compared OMol25 entry of this formula, charge and spin): 199.7 kJ/mol
HOMO energy: -9.4 eV

---

Entry from the OMol25 dataset: the molecule C7H10N2O in a non-equilibrium geometry (ωB97M-V with the def2-TZVPD basis set).

Geometry as XYZ:
```
20
C7H10N2O, DFT ωB97M-V with the def2-TZVPD basis set
H 1.7502 2.7419 0.0962
N 0.8444 2.2791 0.0419
C 1.1289 1.0526 0.0958
O 2.4019 0.6767 0.0234
C 2.8503 -0.5949 -0.0521
C 2.0018 -1.6663 0.0291
C 0.5630 -1.4369 0.1810
C 0.1236 -0.1437 0.1252
N -1.2173 0.1494 -0.0053
C -2.1375 -0.9673 -0.1098
C -1.7295 1.4752 -0.0503
H 3.8611 -0.5288 0.1726
H 2.5824 -2.5782 0.0253
H -0.1387 -2.2350 0.1307
H -1.6752 -1.7937 -0.6588
H -2.6051 -1.2952 0.8935
H -3.1025 -0.6926 -0.5930
H -1.6267 2.0903 0.7843
H -1.0788 1.9780 -0.7855
H -2.7963 1.4894 -0.3442
```

Computed properties:
charge: 0
calculated total energy: -457.3951 a.u.
frontier orbital gap: 8.07 eV
structure (SMILES): [H]/N=c1\occcc1N(C)C
relative energy (zero: lowest compared OMol25 entry of this formula, charge and spin): 298.6 kJ/mol
HOMO energy: -7.2 eV

---

Entry from the OMol25 dataset: a structure of composition C6H10O (ωB97M-V with the def2-TZVPD basis set).

Geometry as XYZ:
```
17
C6H10O, DFT ωB97M-V with the def2-TZVPD basis set
C -0.4679 -0.1877 2.4672
C -0.4802 -0.5237 0.9779
C 0.7335 -0.0631 0.1768
O 1.2098 -1.1190 -0.7022
C 1.1417 -0.2409 -1.8145
C -0.2593 0.2036 -2.0703
C 0.5743 0.8878 -1.0124
H -0.7336 0.8563 2.6616
H 0.5198 -0.3728 2.9068
H -1.1906 -0.8192 2.9954
H -1.3948 -0.1439 0.5072
H -0.5100 -1.6097 0.8552
H 1.5575 0.2439 0.8347
H 1.9383 -0.2976 -2.5465
H -0.4217 0.7791 -2.9780
H -1.0859 -0.4483 -1.7946
H 0.8154 1.9445 -1.0296
```

Computed properties:
charge: 0
calculated total energy: -309.7752 a.u.
frontier orbital gap: 10.36 eV
relative energy (zero: lowest compared OMol25 entry of this formula, charge and spin): 176.4 kJ/mol
HOMO energy: -9.2 eV